Entry one
{
  "formula": "C3H14NO3S",
  "method": "ωB97M-V with the def2-TZVPD basis set",
  "charge": 1,
  "lumo_energy_ev": -2.8943,
  "orbital_gap_ev": 9.92,
  "homo_energy_ev": -12.82,
  "symbols": ["H", "H", "C", "C", "S", "H", "H", "H", "O", "N", "H", "H", "H", "H", "C", "H", "O", "H", "H", "H", "H", "O"],
  "coordinates": [[-1.11178, 0.44944, 2.12585], [0.73925, 1.13207, -0.80918], [0.12254, -0.32115, 0.57009], [-0.18550, -1.80348, 0.59589], [1.30137, -2.73278, 1.06650], [0.79840, -3.95424, 0.84059], [-1.93772, 0.16945, 0.55060], [1.00649, -0.03796, 1.14069], [2.41073, 2.04419, 1.30262], [0.45361, 0.15069, -0.81897], [-0.55557, -2.16090, -0.36237], [-2.16589, -0.86449, -3.51789], [-1.72134, 0.45268, -4.21003], [-0.97936, -1.94534, 1.31533], [-1.04536, 0.54055, 1.06466], [2.62458, 2.09611, 2.23644], [-1.86163, 0.03599, -3.35467], [-0.60818, 2.42529, 1.40949], [-0.34075, 0.03726, -1.46901], [2.72680, 2.85324, 0.88129], [1.18493, -0.44512, -1.21336], [-0.85562, 1.87851, 0.65543]]
}

Entry two
{
  "formula": "C3H14NO3S",
  "method": "ωB97M-V with the def2-TZVPD basis set",
  "charge": 1,
  "lumo_energy_ev": -3.0324,
  "orbital_gap_ev": 9.62,
  "homo_energy_ev": -12.66,
  "symbols": ["N", "O", "H", "C", "H", "C", "H", "H", "H", "S", "H", "O", "C", "H", "O", "H", "H", "H", "H", "H", "H", "H"],
  "coordinates": [[0.29557, 0.08157, -0.45253], [2.16152, 2.05662, 0.10113], [-1.13874, -4.02349, 0.65804], [-1.12388, 0.50694, 1.53797], [0.88621, -0.66174, -0.78880], [-0.34320, -0.54105, 0.77884], [-1.34802, 0.03581, 2.51528], [-0.33742, 0.43491, -1.17150], [1.04135, 1.23692, -3.15222], [-0.21316, -3.24572, 0.10277], [1.99830, 2.61374, 0.87294], [1.65813, 0.54121, -2.84677], [-1.23085, -1.70879, 0.28552], [2.27671, 0.40871, -3.57673], [-2.17807, 0.87377, 0.70913], [0.94786, 0.89515, -0.24610], [-2.67651, 1.66128, 0.93603], [-0.53761, 1.38207, 1.85233], [-2.04920, -1.73187, 1.00035], [-1.63064, -1.51842, -0.70586], [3.03030, 1.64956, 0.27232], [0.51134, -0.94716, 1.31786]]
}

Most favorable structure: entry one. The second most favorable one is 4.6 kcal/mol above it.

Entry one
{
  "formula": "C6H13N2O",
  "method": "ωB97M-V with the def2-TZVPD basis set",
  "charge": 1,
  "lumo_energy_ev": -5.0313,
  "orbital_gap_ev": 9.50,
  "homo_energy_ev": -14.53,
  "symbols": ["H", "C", "C", "C", "H", "H", "C", "H", "O", "H", "H", "N", "H", "H", "H", "C", "H", "N", "H", "H", "H", "C"],
  "coordinates": [[-1.50679, 0.53459, 2.05818], [0.42153, 0.78178, 0.35770], [1.85943, -0.12070, -0.76453], [-1.26831, -0.01785, -1.36028], [4.52338, 0.34984, 0.69552], [-2.72606, -0.16554, 0.99832], [-0.77797, -0.09038, 0.08828], [1.53916, -0.33486, -1.75397], [0.46953, 2.03198, -0.01730], [-0.11388, -1.60011, 1.50147], [-0.11230, 2.23310, -0.77341], [3.79282, -0.34252, 0.56678], [0.23480, -1.99635, -0.18211], [0.89957, 0.63242, 1.32430], [-1.34643, 1.00080, -1.73425], [-0.49275, -1.53856, 0.48391], [-2.16750, 1.48390, 0.72198], [2.92393, -0.16629, -0.21835], [-1.40739, -2.12035, 0.42878], [-0.62471, -0.58916, -2.02525], [-2.26122, -0.45489, -1.42571], [-1.85887, 0.48915, 1.02992]]
}

Entry two
{
  "formula": "C6H13N2O",
  "method": "ωB97M-V with the def2-TZVPD basis set",
  "charge": 1,
  "smiles": "C=[N+](CC)C/C(C)=[NH+]/[O-]",
  "lumo_energy_ev": -5.2734,
  "orbital_gap_ev": 7.15,
  "homo_energy_ev": -12.42,
  "symbols": ["H", "H", "C", "H", "H", "H", "H", "C", "H", "O", "N", "C", "H", "H", "C", "H", "H", "H", "H", "N", "C", "C"],
  "coordinates": [[-0.01211, 2.54982, -0.37508], [2.35060, -0.44513, -1.18974], [-1.25053, -0.43971, -0.65912], [-2.57307, -0.86649, 1.22412], [-0.98468, 0.51352, -1.07329], [-2.85413, 0.73767, 0.28872], [1.70115, 2.97803, -0.34666], [1.37767, 0.88269, 0.06402], [-3.33858, -0.79117, -0.47489], [2.64076, 1.43541, -1.72131], [-0.08735, -1.06508, 0.17898], [-0.19490, -2.35112, 0.39429], [-1.42804, -1.14386, -1.45168], [0.84359, 2.72123, 1.20569], [-2.54637, -0.34344, 0.16977], [-0.97491, -3.01189, -0.06384], [0.66261, -0.32537, 1.87505], [0.59551, -2.68923, 1.01042], [1.83092, -0.98499, 0.81136], [2.25185, 0.58835, -0.89038], [1.03137, 2.36798, 0.16046], [0.95863, -0.31721, 0.86312]]
}

Most favorable structure: entry one. The second most favorable one is 17.6 kcal/mol above it.

Entry one
{
  "formula": "C4H7N2O",
  "method": "ωB97M-V with the def2-TZVPD basis set",
  "charge": 1,
  "smiles": "CC(=O)[C@H](C)[N+]#N",
  "lumo_energy_ev": -5.6104,
  "orbital_gap_ev": 9.62,
  "homo_energy_ev": -15.23,
  "symbols": ["H", "H", "N", "C", "H", "H", "H", "H", "H", "O", "C", "N", "C", "C"],
  "coordinates": [[-1.93272, -0.77629, -0.49639], [-0.05890, -0.13022, -1.51451], [1.33706, 1.29165, -0.77416], [0.43262, 0.29749, -0.62900], [-2.00434, -0.60736, 1.50819], [2.27326, -0.63851, 0.25750], [-2.73368, 0.61605, 0.18623], [0.64989, -1.34094, 0.76452], [1.43015, -1.53901, -1.02752], [-0.27880, 1.32046, 1.47799], [-1.87310, -0.18153, 0.40883], [2.10218, 2.10995, -0.71057], [1.27204, -1.00645, -0.06619], [-0.61562, 0.58469, 0.61507]]
}

Entry two
{
  "formula": "C4H7N2O",
  "method": "ωB97M-V with the def2-TZVPD basis set",
  "charge": 1,
  "lumo_energy_ev": -5.8984,
  "orbital_gap_ev": 7.88,
  "homo_energy_ev": -13.78,
  "symbols": ["H", "N", "H", "H", "H", "H", "O", "C", "C", "H", "N", "C", "C", "H"],
  "coordinates": [[1.57357, -1.03249, -0.27542], [0.60422, 0.70362, -1.97705], [-1.57699, -1.03810, 2.98681], [1.92437, 0.03067, 0.95879], [-1.32806, 0.25039, 0.14162], [-2.11958, 0.81940, 1.76830], [0.18524, -0.04680, -4.14362], [1.10180, 0.84528, -0.71390], [0.46963, 0.26037, -3.09469], [0.95790, 1.87101, -0.45157], [1.57660, -0.11847, 0.06558], [-1.58966, 0.05463, 1.18196], [-1.21449, -0.93959, 1.97990], [-0.56457, -1.65992, 1.57329]]
}

Entry three
{
  "formula": "C4H7N2O",
  "method": "ωB97M-V with the def2-TZVPD basis set",
  "charge": 1,
  "smiles": "CC(=O)[C@H](C)[N+]#N",
  "lumo_energy_ev": -5.6420,
  "orbital_gap_ev": 9.73,
  "homo_energy_ev": -15.37,
  "symbols": ["H", "C", "N", "C", "H", "C", "H", "O", "H", "H", "N", "C", "H", "H"],
  "coordinates": [[-2.16217, -1.35570, 0.77628], [0.82410, 1.04480, 0.69237], [2.17284, 0.03035, -2.12314], [-0.52781, -0.70128, -0.60666], [-0.24421, 1.46165, 0.51881], [-1.71591, -0.53251, 0.27390], [-2.49802, -0.19931, -0.48740], [-0.53209, -1.16439, -1.67787], [1.29360, -1.08783, 0.60835], [1.40136, 1.80696, 0.43476], [1.72499, -0.08308, -1.11603], [0.90226, -0.28318, -0.03224], [0.96323, 0.83984, 1.72885], [-1.60215, 0.22368, 1.01001]]
}

Entry four
{
  "formula": "C4H7N2O",
  "method": "ωB97M-V with the def2-TZVPD basis set",
  "charge": 1,
  "lumo_energy_ev": [-4.8922, -5.1511],
  "orbital_gap_ev": [6.54, 6.11],
  "homo_energy_ev": [-11.43, -11.27],
  "symbols": ["H", "H", "N", "H", "N", "H", "H", "C", "O", "C", "H", "C", "H", "C"],
  "coordinates": [[2.35770, -1.62039, 0.07186], [-2.24097, 0.19387, 0.20553], [0.69193, -0.72158, 1.25055], [-1.14257, 0.00382, 2.15763], [-1.22388, 0.10272, 0.11635], [1.08842, -0.63793, 2.17604], [-0.42097, 2.03304, -0.54153], [0.44832, 0.75125, -1.58177], [1.41405, 0.77787, -2.21328], [-0.51918, -0.12326, 1.29559], [0.59913, -1.64382, -0.65768], [-0.78475, 1.10250, -0.88341], [-1.56959, 1.10936, -1.61760], [1.30237, -1.32745, 0.22171]]
}

Most favorable structure: entry two. The second most favorable one is 12.3 kcal/mol above it.

Entry one
{
  "formula": "CH5NS",
  "method": "ωB97M-V with the def2-TZVPD basis set",
  "charge": 0,
  "smiles": "C=S.N",
  "lumo_energy_ev": -0.6911,
  "orbital_gap_ev": 8.45,
  "homo_energy_ev": -9.14,
  "symbols": ["H", "N", "H", "S", "C", "H", "H", "H"],
  "coordinates": [[-0.50035, -1.98180, 1.26978], [-0.69938, -1.82951, 0.27706], [-0.86416, -0.83047, 0.26007], [-0.76227, 1.56934, 0.36485], [0.57823, 1.68245, -0.51503], [0.14873, -2.01706, -0.21774], [1.63632, 1.55714, 0.05926], [0.46288, 1.84990, -1.49825]]
}

Entry two
{
  "formula": "CH5NS",
  "method": "ωB97M-V with the def2-TZVPD basis set",
  "charge": 0,
  "smiles": "C=N.S",
  "lumo_energy_ev": 0.9575,
  "orbital_gap_ev": 10.49,
  "homo_energy_ev": -9.53,
  "symbols": ["H", "H", "H", "C", "H", "N", "H", "S"],
  "coordinates": [[-0.16509, 1.16557, -0.92802], [1.01989, 0.96640, -2.33063], [-1.64809, -0.68527, 0.96238], [0.76653, 0.74415, -1.29725], [-2.17793, -0.51693, 3.01801], [1.46252, 0.00766, -0.54075], [2.25547, -0.39740, -1.03317], [-1.51330, -1.28419, 2.14942]]
}

Most favorable structure: entry two. The second most favorable one is 8.3 kcal/mol above it.

Entry one
{
  "formula": "C3H4N2OS",
  "method": "ωB97M-V with the def2-TZVPD basis set",
  "charge": 0,
  "multiplicity": 3,
  "lumo_energy_ev": [0.6434, -0.6123],
  "orbital_gap_ev": [6.41, 8.32],
  "homo_energy_ev": [-5.77, -8.93],
  "symbols": ["S", "H", "C", "H", "N", "C", "O", "C", "H", "H", "N"],
  "coordinates": [[-1.38089, 1.08456, 0.40277], [0.20936, 2.08971, -1.00119], [1.98064, -0.02825, -0.11133], [-0.57391, 0.89160, -1.83659], [0.98507, 0.29178, -0.67338], [-0.65793, -1.41545, 0.18730], [2.86684, -0.49199, 0.46411], [-0.08246, 1.12100, -0.83642], [-0.40287, -2.26303, 0.76681], [-1.71376, -0.72340, 1.72060], [-1.23009, -0.55653, 0.91730]]
}

Entry two
{
  "formula": "C3H4N2OS",
  "method": "ωB97M-V with the def2-TZVPD basis set",
  "charge": 0,
  "multiplicity": 3,
  "lumo_energy_ev": [0.2098, -2.8031],
  "orbital_gap_ev": [6.06, 6.46],
  "homo_energy_ev": [-5.85, -9.26],
  "symbols": ["C", "N", "O", "N", "H", "H", "C", "S", "H", "H", "C"],
  "coordinates": [[0.26059, 1.45356, -0.20307], [-0.71686, -2.39346, 0.59039], [1.45698, -0.58851, -0.47938], [-1.44202, -0.30875, -0.13133], [-0.31433, -3.29011, 0.66011], [2.38812, 1.13865, -0.11576], [-1.06980, 0.91553, -0.08025], [-0.47912, -1.50431, -0.58936], [0.28411, 2.36263, 0.28167], [-1.78191, 1.56978, 0.38833], [1.41424, 0.64500, -0.32136]]
}

Most favorable structure: entry two. The second most favorable one is 3.7 kcal/mol above it.

Entry one
{
  "formula": "CH5NO2S",
  "method": "ωB97M-V with the def2-TZVPD basis set",
  "charge": 0,
  "lumo_energy_ev": -0.6214,
  "orbital_gap_ev": 9.66,
  "homo_energy_ev": -10.28,
  "symbols": ["S", "C", "H", "O", "H", "H", "N", "H", "H", "O"],
  "coordinates": [[0.56215, -0.13272, -2.32497], [-0.79502, -0.41780, 2.16489], [-1.26886, -1.31460, 2.35220], [-0.66053, -0.21384, 0.73045], [-1.25887, 0.43082, 2.51477], [0.32806, -0.26649, 0.44993], [0.42443, 0.71764, -3.53848], [0.89372, 1.56363, -3.62203], [0.20718, -0.56241, 2.55668], [1.56774, 0.19578, -1.28345]]
}

Entry two
{
  "formula": "CH5NO2S",
  "method": "ωB97M-V with the def2-TZVPD basis set",
  "charge": 0,
  "lumo_energy_ev": 0.5320,
  "orbital_gap_ev": 9.98,
  "homo_energy_ev": -9.45,
  "symbols": ["S", "O", "H", "O", "H", "H", "H", "C", "H", "N"],
  "coordinates": [[0.90556, 1.10864, -0.50310], [0.07668, 2.37812, 0.25110], [0.83783, -1.73538, -1.07198], [1.89966, 0.63292, 0.39417], [0.68975, 3.02609, 0.75864], [1.18032, -1.23144, 0.35033], [-1.05930, -0.20441, -1.28643], [-0.43066, -0.16248, -0.38742], [-1.11854, -0.14358, 0.46067], [0.33699, -1.48880, -0.14613]]
}

Most favorable structure: entry two. The second most favorable one is 4.5 kcal/mol above it.